Run A
The following is a DFT calculation (ωB97M-V/def2-TZVPD) of C44H43BrMnN7O4S3 as an isolated structure.

Last column: Löwdin charge in e.
Atoms and positions in Å:
1 Mn 0.502 0.201 -0.625  0.76
2 O 2.463 0.819 -3.829  0.04
3 C 1.673 0.095 -4.669  -0.28
4 C 1.310 0.655 -5.887  -0.02
5 C 0.523 -0.066 -6.771  -0.08
6 C 0.098 -1.348 -6.448  -0.09
7 C 0.471 -1.904 -5.232  -0.05
8 C 1.247 -1.194 -4.326  -0.12
9 C 1.707 -1.751 -2.984  -0.39
10 O 1.515 -0.808 -1.988  -0.31
11 N 1.137 -3.076 -2.686  0.02
12 N -0.066 -3.204 -2.076  0.03
13 C -0.969 -2.330 -2.291  -0.25
14 C -2.204 -2.335 -1.504  -0.54
15 Br -2.341 -0.582 -0.691  0.86
16 C -3.149 -3.223 -1.217  -0.09
17 C -3.369 -4.582 -1.735  -0.21
18 C -2.437 -5.324 -2.464  -0.02
19 C -2.768 -6.582 -2.941  -0.07
20 C -4.021 -7.127 -2.694  -0.08
21 C -4.949 -6.405 -1.958  -0.08
22 C -4.622 -5.146 -1.483  -0.04
23 H 2.334 0.418 -2.942  0.05
24 H 1.662 1.651 -6.125  0.12
25 H 0.244 0.374 -7.719  0.10
26 H -0.511 -1.914 -7.140  0.10
27 H 0.161 -2.911 -4.976  0.11
28 H 2.782 -1.969 -3.074  0.16
29 H 1.797 -3.689 -2.232  0.12
30 H -0.818 -1.474 -2.942  0.09
31 H -3.929 -2.883 -0.543  0.09
32 H -1.449 -4.929 -2.641  0.08
33 H -2.036 -7.146 -3.505  0.11
34 H -4.269 -8.112 -3.067  0.11
35 H -5.927 -6.821 -1.755  0.11
36 H -5.352 -4.582 -0.915  0.11
37 C 3.783 -0.481 1.039  -0.04
38 C 3.578 0.879 0.459  -0.62
39 N 2.488 1.269 -0.138  0.04
40 C 2.621 2.526 -0.693  -0.32
41 C 3.813 3.124 -0.445  -0.31
42 S 4.814 2.071 0.456  1.11
43 C 1.550 2.985 -1.580  -0.34
44 C 1.468 4.169 -2.236  -0.31
45 S 0.139 4.138 -3.304  1.13
46 C -0.248 2.549 -2.806  -0.64
47 N 0.558 2.082 -1.895  -0.01
48 C -1.406 1.805 -3.372  -0.06
49 H 2.954 -1.125 0.754  0.07
50 H 3.862 -0.457 2.127  0.08
51 H 4.703 -0.919 0.652  0.09
52 H 4.166 4.080 -0.794  0.09
53 H 2.127 5.018 -2.169  0.08
54 H -1.792 2.299 -4.261  0.08
55 H -2.206 1.740 -2.634  0.05
56 H -1.092 0.796 -3.646  0.07
57 C 2.558 2.039 3.567  0.01
58 C 1.704 2.989 2.791  -0.27
59 C 1.876 4.340 2.780  0.02
60 C 0.944 5.112 2.046  -0.31
61 N -0.051 4.579 1.372  0.12
62 C -0.200 3.231 1.350  -0.79
63 S -1.418 2.471 0.494  0.68
64 N 0.680 2.470 2.082  0.11
65 C 1.068 6.603 2.026  -0.02
66 H 3.591 2.378 3.581  0.09
67 H 2.510 1.038 3.138  0.06
68 H 2.208 1.991 4.601  0.09
69 H 2.688 4.803 3.322  0.13
70 H 0.555 1.452 2.035  0.09
71 H 0.922 7.004 3.032  0.09
72 H 0.326 7.030 1.358  0.08
73 H 2.068 6.899 1.706  0.09
74 C -1.488 4.038 4.705  -0.04
75 O -1.071 2.677 4.607  -0.10
76 C -1.907 1.812 3.969  -0.25
77 C -3.180 2.119 3.518  -0.02
78 C -3.932 1.143 2.883  -0.06
79 C -3.426 -0.134 2.693  -0.10
80 C -2.159 -0.450 3.149  -0.01
81 C -1.406 0.519 3.788  -0.16
82 N -0.181 0.240 4.456  0.15
83 C 0.669 -0.754 4.349  0.00
84 C 0.859 -1.708 3.331  -0.14
85 C 1.391 -2.959 3.763  -0.03
86 C 1.492 -4.019 2.915  -0.07
87 C 1.086 -3.851 1.573  -0.03
88 C 0.663 -2.640 1.096  -0.01
89 C 0.595 -1.499 1.935  -0.37
90 O 0.375 -0.328 1.449  -0.18
91 H -2.381 4.127 5.326  0.10
92 H -1.677 4.454 3.714  0.09
93 H -0.665 4.567 5.176  0.10
94 H -3.581 3.114 3.639  0.12
95 H -4.922 1.391 2.525  0.12
96 H -4.018 -0.888 2.194  0.10
97 H -1.772 -1.453 3.029  0.12
98 H -0.048 0.846 5.258  0.16
99 H 1.296 -0.865 5.230  0.15
100 H 1.665 -3.069 4.806  0.12
101 H 1.859 -4.973 3.262  0.11
102 H 1.124 -4.693 0.893  0.12
103 H 0.390 -2.536 0.052  0.08

Its expectation value of S² is 8.75. For the HOMO-LUMO gap (alpha / beta), the calculation gives 6.53 / 6.53 eV. As for the net charge: +1. As for the spin multiplicity: 6. The HOMO energy (alpha / beta) comes out at -0.366 / -0.366 Eh.

***

Run B
The following is a DFT calculation (ωB97M-V/def2-TZVPD) of C44H43BrMnN7O4S3 as an isolated structure.

Last column: Löwdin charge in e.
Atoms and positions in Å:
1 Mn 0.398 -0.222 -0.898  0.82
2 O -3.489 0.138 -4.482  0.03
3 C -3.857 1.145 -3.614  -0.24
4 C -4.775 2.111 -4.009  -0.02
5 C -5.119 3.141 -3.150  -0.08
6 C -4.536 3.217 -1.893  -0.08
7 C -3.636 2.237 -1.500  -0.04
8 C -3.299 1.182 -2.338  -0.09
9 C -2.326 0.104 -1.878  -0.42
10 O -1.032 0.474 -1.961  -0.30
11 N -2.677 -0.269 -0.470  0.01
12 N -1.736 -0.514 0.430  -0.02
13 C -2.121 -0.811 1.620  -0.22
14 C -1.260 -1.242 2.720  -0.61
15 Br 0.470 -0.463 2.809  0.90
16 C -1.652 -2.156 3.611  -0.11
17 C -0.846 -2.727 4.715  -0.26
18 C -0.297 -1.929 5.718  -0.08
19 C 0.526 -2.484 6.686  -0.08
20 C 0.819 -3.841 6.657  -0.08
21 C 0.249 -4.649 5.683  -0.08
22 C -0.592 -4.097 4.727  -0.04
23 H -3.924 0.296 -5.325  0.11
24 H -5.214 2.058 -5.002  0.12
25 H -5.834 3.890 -3.469  0.11
26 H -4.778 4.039 -1.230  0.10
27 H -3.158 2.293 -0.528  0.08
28 H -2.524 -0.790 -2.485  0.12
29 H -3.637 -0.196 -0.164  0.14
30 H -3.191 -0.861 1.834  0.13
31 H -2.642 -2.584 3.458  0.13
32 H -0.525 -0.870 5.733  0.10
33 H 0.941 -1.855 7.464  0.11
34 H 1.489 -4.269 7.393  0.10
35 H 0.458 -5.711 5.668  0.11
36 H -1.032 -4.728 3.962  0.11
37 C 3.273 2.168 -0.211  -0.08
38 C 3.447 0.716 0.069  -0.62
39 N 2.522 -0.209 -0.018  0.02
40 C 3.020 -1.464 0.292  -0.35
41 C 4.329 -1.481 0.634  -0.33
42 S 4.976 0.096 0.560  1.09
43 C 2.125 -2.623 0.288  -0.34
44 C 2.485 -3.906 0.536  -0.33
45 S 1.109 -4.913 0.531  1.09
46 C 0.111 -3.553 0.174  -0.61
47 N 0.772 -2.436 0.077  0.04
48 C -1.370 -3.705 0.067  -0.06
49 H 2.570 2.306 -1.026  0.06
50 H 4.226 2.640 -0.450  0.08
51 H 2.845 2.646 0.668  0.05
52 H 4.940 -2.325 0.918  0.08
53 H 3.467 -4.312 0.729  0.08
54 H -1.631 -4.703 -0.277  0.08
55 H -1.770 -2.967 -0.627  0.07
56 H -1.826 -3.549 1.045  0.07
57 C -2.320 3.937 4.556  0.00
58 C -1.046 3.490 3.921  -0.27
59 C 0.127 3.278 4.580  0.02
60 C 1.255 2.907 3.820  -0.33
61 N 1.197 2.704 2.518  0.08
62 C 0.024 2.828 1.864  -0.82
63 S -0.228 2.479 0.241  0.71
64 N -1.064 3.281 2.588  0.10
65 C 2.581 2.693 4.475  -0.01
66 H -2.218 3.995 5.636  0.09
67 H -3.128 3.245 4.313  0.09
68 H -2.601 4.922 4.178  0.10
69 H 0.196 3.412 5.650  0.12
70 H -1.908 3.442 2.057  0.14
71 H 2.568 2.993 5.521  0.08
72 H 3.353 3.251 3.944  0.09
73 H 2.839 1.634 4.410  0.09
74 C -4.166 -3.634 -3.999  -0.05
75 O -2.974 -2.865 -4.037  -0.10
76 C -1.789 -3.517 -3.983  -0.23
77 C -1.651 -4.879 -3.803  -0.02
78 C -0.380 -5.446 -3.775  -0.07
79 C 0.739 -4.647 -3.915  -0.07
80 C 0.601 -3.281 -4.114  0.00
81 C -0.657 -2.704 -4.162  -0.13
82 N -0.904 -1.369 -4.539  0.15
83 C -0.078 -0.445 -4.965  0.02
84 C 1.275 -0.236 -4.690  -0.13
85 C 2.016 0.515 -5.652  -0.03
86 C 3.333 0.796 -5.484  -0.08
87 C 3.981 0.376 -4.297  -0.05
88 C 3.292 -0.276 -3.316  0.00
89 C 1.908 -0.595 -3.449  -0.37
90 O 1.259 -1.086 -2.475  -0.14
91 H -4.979 -2.928 -4.133  0.10
92 H -4.282 -4.138 -3.037  0.10
93 H -4.188 -4.372 -4.804  0.10
94 H -2.525 -5.503 -3.682  0.11
95 H -0.280 -6.516 -3.638  0.11
96 H 1.726 -5.089 -3.882  0.11
97 H 1.478 -2.668 -4.264  0.11
98 H -1.894 -1.153 -4.641  0.12
99 H -0.545 0.252 -5.657  0.15
100 H 1.511 0.834 -6.558  0.12
101 H 3.879 1.333 -6.248  0.11
102 H 5.034 0.592 -4.161  0.11
103 H 3.779 -0.565 -2.394  0.10

Its expectation value of S² is 8.76. For the HOMO-LUMO gap (alpha / beta), the calculation gives 6.95 / 7.25 eV. As for the net charge: +1. As for the spin multiplicity: 6. The HOMO energy (alpha / beta) comes out at -0.348 / -0.360 Eh.

***

If you had to name the least stable structure above, which would it be? It would be run B.